# C40H39MoN4OPS2

A structure of composition C40H39MoN4OPS2 (ωB97M-V/def2-TZVPD, OMol25).

Atoms and positions in Å:
Mo (0.535594, -0.161226, -0.241647)
C (1.353280, 1.515131, 4.319350)
C (0.452765, 0.830100, 3.298727)
C (-0.982847, 0.693623, 3.788262)
C (1.067318, -0.512306, 2.881862)
C (0.982104, -1.625605, 3.921231)
O (-0.120920, -2.431560, 3.474165)
C (-0.377211, -2.074720, 2.194204)
N (0.303218, -1.081337, 1.742170)
C (-1.498055, -2.827542, 1.582777)
C (-2.202914, -3.670250, 2.454066)
C (-3.306734, -4.379669, 2.025652)
C (-3.732469, -4.258328, 0.709896)
C (-3.042647, -3.432130, -0.156723)
C (-1.921925, -2.707419, 0.249445)
P (-1.042090, -1.762136, -1.060958)
C (-0.312774, -3.159299, -2.005901)
C (-0.161339, -4.429107, -1.452166)
C (0.517553, -5.426528, -2.136540)
C (1.052149, -5.174457, -3.389534)
C (0.906939, -3.914760, -3.951988)
C (0.238667, -2.914820, -3.264746)
C (-2.468714, -1.187309, -2.044238)
C (-2.656498, -1.468594, -3.392073)
C (-3.736199, -0.921142, -4.075206)
C (-4.631477, -0.093972, -3.417279)
C (-4.455895, 0.179105, -2.066349)
C (-3.383304, -0.366291, -1.386314)
H (0.932011, 2.473222, 4.625013)
H (2.343220, 1.694714, 3.896123)
H (1.476608, 0.912388, 5.223512)
H (0.438107, 1.431130, 2.384972)
H (-1.050502, 0.112609, 4.711270)
H (-1.614417, 0.223049, 3.033428)
H (-1.401923, 1.679058, 3.992185)
H (2.097442, -0.335369, 2.565345)
H (0.755213, -1.280768, 4.929358)
H (1.872304, -2.258905, 3.941753)
H (-1.879982, -3.758234, 3.478884)
H (-3.833329, -5.021505, 2.718203)
H (-4.594405, -4.809156, 0.357643)
H (-3.372069, -3.346915, -1.184525)
H (-0.564158, -4.653820, -0.473680)
H (0.626464, -6.403896, -1.684466)
H (1.580926, -5.952734, -3.923668)
H (1.325849, -3.701170, -4.926409)
H (0.173800, -1.924901, -3.698476)
H (-1.973799, -2.119076, -3.920732)
H (-3.869932, -1.143321, -5.125736)
H (-5.463022, 0.342573, -3.954103)
H (-5.136609, 0.840945, -1.547674)
H (-3.242136, -0.135516, -0.337866)
S (1.497588, 0.216357, -2.522339)
C (2.614081, -0.999645, -1.979947)
C (3.742916, -1.468879, -2.656669)
C (4.514628, -2.446875, -2.070831)
C (4.166057, -2.944543, -0.814546)
C (3.043026, -2.430924, -0.203126)
N (2.281897, -1.493170, -0.768486)
H (3.984525, -1.054851, -3.625371)
H (5.388264, -2.828294, -2.583004)
H (4.748130, -3.713284, -0.329224)
H (2.714982, -2.785387, 0.768547)
C (4.387974, 3.833489, 1.246826)
N (2.997247, 3.972465, 0.876667)
C (2.288796, 5.155872, 0.759315)
C (1.030046, 4.828489, 0.394854)
N (0.988712, 3.461875, 0.290917)
C (2.181542, 2.935239, 0.586867)
S (2.629493, 1.295962, 0.580681)
H (4.846599, 4.818791, 1.246710)
H (4.894405, 3.190948, 0.528296)
H (4.476745, 3.386811, 2.237535)
H (2.747567, 6.109295, 0.937989)
H (0.169904, 5.438485, 0.193642)
H (0.179356, 2.843036, 0.071563)
C (-0.808118, 1.137611, -0.290956)
C (-1.807745, 2.084793, -0.480258)
C (-2.691203, 2.472492, 0.572921)
C (-3.664678, 3.425333, 0.370152)
C (-3.819374, 4.054984, -0.866329)
C (-2.955613, 3.699011, -1.907743)
C (-1.976581, 2.750900, -1.733783)
H (-2.591682, 1.992821, 1.539097)
H (-4.322120, 3.688722, 1.190708)
H (-4.586739, 4.800936, -1.015252)
H (-3.062129, 4.174068, -2.875859)
H (-1.326086, 2.473334, -2.555506)

Forces on atoms 1 to 3 (eV/Å):
-0.444 1.025 -0.306
0.005 -0.023 -0.001
0.010 -0.006 -0.044

As for the charge: 0. Its expectation value of S² is 2.0521. The value obtained for the electronic energy is -82936.6849 eV. The HOMO energy (spin up / spin down) is -0.156 / -0.233 Eh. The LUMO energy (spin up / spin down) comes out at 0.04 / 0.03 eV. The spin multiplicity is 3. The orbital gap (spin up / spin down) is 4.28 / 6.38 eV.

Results of the Löwdin charge analysis, in e, for atoms 1 through 5:
1 Mo 0.7953
2 C -0.0571
3 C -0.4031
4 C -0.0518
5 C -0.3030


# C10H17N4O

A cluster of 2 separate species, C10H17N4O in total (ωB97M-V/def2-TZVPD, OMol25).

Atoms and positions in Å:
C (0.526333, -1.453711, 1.050713)
C (-0.297538, -0.199395, 0.589961)
N (-0.069055, 0.923830, 1.213340)
C (-1.396829, -0.227123, -0.544350)
C (-2.739059, -0.565027, 0.155207)
C (-2.818408, -1.526018, 1.276442)
C (-4.136923, -1.723240, 1.883878)
N (-5.176364, -1.018087, 1.375949)
N (-5.208488, -0.173440, 0.382746)
C (-4.043068, 0.071398, -0.212515)
H (1.601258, -1.166764, 1.122433)
H (0.349681, -2.316626, 0.362113)
H (0.172363, -1.757599, 2.077527)
H (0.645460, 0.715048, 1.929679)
H (-1.471589, 0.835503, -0.905059)
H (-1.131307, -0.923138, -1.377739)
H (-1.942322, -2.071247, 1.676977)
H (-4.255974, -2.441613, 2.724099)
H (-6.076036, -1.179421, 1.847556)
H (-4.017698, 0.799125, -1.059468)
C (1.955313, 1.319141, -1.306507)
O (1.277990, 1.510756, -2.302552)
N (3.307096, 1.284566, -1.282337)
C (4.047749, 1.049084, -0.059052)
C (4.039310, 1.490266, -2.520744)
H (1.487406, 1.145480, -0.331448)
H (4.696282, 1.904968, 0.138975)
H (4.657624, 0.150123, -0.175623)
H (3.370032, 0.913519, 0.784318)
H (3.786968, 2.469820, -2.930286)
H (3.748172, 0.725567, -3.243116)
H (5.111622, 1.434252, -2.341121)

Forces on atoms 1 to 3 (eV/Å):
-1.156 -0.012 -0.437
0.803 1.108 1.359
-0.810 -2.283 -1.128

As for the charge: +1. The value obtained for the electronic energy is -18644.8437 eV. The HOMO energy is -0.418 Eh. The LUMO energy comes out at -5.11 eV. The orbital gap is 6.27 eV.

Results of the natural (NBO) charge analysis, in e, for atoms 1 through 5:
1 C -0.7108
2 C 0.3209
3 N -0.5963
4 C -0.5324
5 C 0.1331


| no. | molecular weight (g/mol) |
| --- | --- |
| 1 | 782.827 |
| 2 | 209.273 |